This record from OMol25 describes 2 unconnected molecules or ions with the total composition C10H13O3. The level of theory is ωB97M-V with the def2-TZVPD basis set.

Structure (XYZ):
```
26
Properties=species:S:1:pos:R:3
C 2.433 -3.662 -0.116
C 0.994 -0.184 -0.539
C 1.369 0.435 0.638
C 1.465 -1.449 -0.863
C 2.195 -2.176 0.082
C 2.081 -0.262 1.601
C 2.562 -1.530 1.256
O 0.910 1.718 0.833
H 0.412 0.414 -1.219
H 1.250 -1.810 -1.866
H 2.442 0.214 2.501
H -0.052 1.640 1.010
H 2.670 -3.866 -1.161
H 1.545 -4.219 0.157
H 3.302 -1.994 1.908
H 3.348 -3.953 0.395
C -2.960 1.096 -1.387
C -2.102 2.058 -2.193
C -2.691 1.256 0.120
O -1.586 0.764 0.492
O -3.494 1.901 0.818
H -4.017 1.306 -1.567
H -2.833 0.037 -1.635
H -2.080 1.795 -3.251
H -1.078 1.976 -1.824
H -2.398 3.097 -2.027
```

As for the total charge: -1. Its multiplicity is 1. The value obtained for the orbital gap is 7.7 eV. The calculation puts the relative energy (zero: lowest compared OMol25 entry of this formula, charge and spin) at 15.0 kcal/mol. The lowest unoccupied orbital energy is 3.226 eV. For the total energy, the calculation gives -16725.136 eV. For the HOMO energy, the calculation gives -0.1652 Ha.

Results of the Mulliken charge analysis, in e, for atoms 1 through 2: atom 1 (C): -1.352, atom 2 (C): 0.168